*A*
{
  "formula": "C7H10O",
  "method": "ωB97M-V/def2-TZVPD",
  "elements": ["C", "C", "C", "C", "C", "C", "C", "H", "H", "H", "H", "H", "H", "H", "H", "H", "H", "O"],
  "coordinates": [[-0.2967, 1.7714, -0.4438], [0.3613, 1.5090, 0.6739], [1.2359, 0.4171, 0.7230], [1.5347, -0.3713, -0.2957], [0.6822, -0.2545, -1.3898], [-0.1950, 0.8875, -1.5453], [-0.9892, -2.1035, 0.8823], [-0.9693, 2.5961, -0.5624], [0.1439, 1.9267, 1.6636], [1.7177, 0.0570, 1.7059], [2.2127, -1.1323, -0.1165], [0.8275, -0.9741, -2.1232], [-0.8347, 0.8543, -2.3971], [-1.0342, -0.0450, 0.8275], [-1.7020, -2.8328, 1.1812], [-0.7825, -2.3683, -0.2008], [-0.0590, -1.9961, 1.5283], [-1.6900, -0.9025, 0.8582]],
  "homo_energy_ev": -9.5,
  "spin_multiplicity": 1,
  "charge": 0
}

*B*
{
  "formula": "C7H10O",
  "method": "ωB97M-V/def2-TZVPD",
  "elements": ["C", "C", "C", "C", "C", "C", "C", "H", "H", "H", "H", "H", "H", "H", "H", "H", "H", "O"],
  "coordinates": [[1.3914, 0.4659, -0.5409], [-0.1153, 0.0003, -0.9224], [-1.4498, 0.8346, -0.8083], [-1.8481, 1.4144, 0.6240], [1.5601, -0.7535, 0.3305], [0.4975, -1.1896, 1.5463], [0.3712, -1.3420, 0.0119], [1.3209, 1.4179, -0.1040], [1.9213, 0.4992, -1.4292], [-0.0692, -0.4213, -1.9051], [-2.0781, 0.0715, -1.2390], [-1.2041, 1.6065, -1.3710], [-2.3718, 0.7457, 1.1111], [2.6151, -1.1215, 0.3230], [0.5008, -2.0789, 2.1274], [-0.2779, -0.3814, 2.0443], [0.4065, -2.2639, -0.6819], [-1.1706, 2.4962, 0.8833]],
  "homo_energy_ev": -9.6,
  "spin_multiplicity": 1,
  "charge": 0
}

It turns out *A* is the most stable, with the second structure 415.6 kJ/mol higher.